1.
# C7H16NSi

A cluster of 2 separate species, C7H16NSi in total in a non-equilibrium geometry (ωB97M-V/def2-TZVPD, the OMol25 dataset).

ORCA input file:
```
! RIJCOSX wB97M-V def2-TZVPD def2/J DEFGRID3
* xyz 1 1
C -3.160 -2.323 2.066
C -3.002 -1.390 2.851
C 2.951 -0.806 -1.316
C 0.160 -0.350 -3.166
C 1.934 1.731 -1.796
C 0.114 0.422 0.036
C -2.619 -0.029 3.271
N -2.647 0.247 4.520
Si 1.201 0.010 -1.568
H -3.575 -3.191 1.637
H 3.102 -1.180 -0.306
H 3.387 -1.596 -1.928
H 3.569 0.000 -1.516
H -0.445 0.512 -3.346
H 0.852 -0.163 -3.982
H -0.308 -1.291 -3.395
H 2.798 1.884 -2.303
H 1.269 2.354 -2.371
H 2.117 2.085 -0.804
H 0.758 1.022 0.659
H -0.346 -0.331 0.642
H -2.263 0.668 2.528
H -3.073 -0.354 5.226
H -2.125 1.162 4.693
H -0.649 0.905 -0.331
*
```

Calculated values
Calculated total energy = -16875.694 eV
Gap between HOMO and LUMO = 6.19 eV
HOMO level = -12.23 eV
ΔE to the lowest compared entry with this formula, charge and spin = 90.84 kcal/mol

***

2.
# C4H9NO2

An isolated molecule of C4H9NO2 (ωB97M-V/def2-TZVPD, the OMol25 dataset).

ORCA input file:
```
! RIJCOSX wB97M-V def2-TZVPD def2/J DEFGRID3
* xyz 0 1
C 1.237 -0.478 0.424
C 1.904 0.793 -0.134
N 0.585 1.340 -0.513
C -0.122 0.206 0.080
O -0.927 0.529 1.174
O -0.926 -0.410 -0.872
C -2.165 -0.951 -0.438
H 1.415 -0.714 1.477
H -0.359 0.884 1.866
H 1.420 -1.366 -0.184
H 2.389 1.422 0.621
H 2.613 0.644 -0.955
H 0.417 1.391 -1.513
H -2.650 -1.348 -1.333
H -2.028 -1.758 0.292
H -2.801 -0.182 0.008
*
```

Calculated values
Calculated total energy = -9877.775 eV
SMILES = CO[C@@]1(O)CCN1
Gap between HOMO and LUMO = 10.05 eV
HOMO level = -9.11 eV
ΔE to the lowest compared entry with this formula, charge and spin = 52.70 kcal/mol

***

3.
# C3H2NP

An isolated molecule of C3H2NP in a non-equilibrium geometry (ωB97M-V/def2-TZVPD, the OMol25 dataset).

ORCA input file:
```
! RIJCOSX wB97M-V def2-TZVPD def2/J DEFGRID3
* xyz 0 1
C 1.574 0.528 0.011
C 0.392 -0.397 -0.074
C -1.062 -0.092 -0.015
N 2.509 1.188 0.048
P -0.401 -1.847 0.048
H -1.455 0.361 0.891
H -1.558 0.260 -0.910
*
```

Calculated values
Calculated total energy = -13919.388 eV
SMILES = N#CC1=PC1
Gap between HOMO and LUMO = 8.77 eV
HOMO level = -9.85 eV
ΔE to the lowest compared entry with this formula, charge and spin = 0.00 kcal/mol

***

4.
# C6H6O4S

An isolated molecule of C6H6O4S in a non-equilibrium geometry (ωB97M-V/def2-TZVPD, the OMol25 dataset).

ORCA input file:
```
! RIJCOSX wB97M-V def2-TZVPD def2/J DEFGRID3
* xyz 0 1
C 0.867 1.000 1.240
C 1.784 0.591 0.327
C 1.518 -0.338 -0.796
C 0.063 -0.958 -0.685
C -0.857 -0.367 0.413
C -2.336 -0.240 0.051
O 2.301 -0.666 -1.617
O -0.429 0.645 1.256
O 3.136 0.880 0.461
O -2.638 1.007 -0.514
S -0.219 -2.085 0.656
H 1.064 1.673 2.021
H -0.203 -1.358 -1.672
H -2.842 -0.134 0.965
H -2.564 -1.122 -0.560
H 3.522 0.281 -0.162
H -2.168 1.189 -1.383
*
```

Calculated values
Calculated total energy = -25342.239 eV
SMILES = O=C1C(O)=CO[C@]2(CO)S[C@H]12
Gap between HOMO and LUMO = 9.07 eV
HOMO level = -8.96 eV
ΔE to the lowest compared entry with this formula, charge and spin = 35.38 kcal/mol

***

5.
# C25H44InN7PSbSe4

A structure of composition C25H44InN7PSbSe4 (ωB97M-V/def2-TZVPD, the OMol25 dataset).

ORCA input file:
```
! RIJCOSX wB97M-V def2-TZVPD def2/J DEFGRID3
* xyz 2 1
In 0.147 0.133 -0.254
C -0.560 -1.294 4.736
N 0.345 -0.256 4.263
C 1.289 0.286 5.248
C 2.174 1.217 4.421
N 1.680 1.026 3.054
C 1.851 2.133 2.132
C 0.556 0.253 3.032
N -0.160 0.123 1.933
C -1.501 -0.467 1.927
C -1.453 -1.902 1.467
N -0.841 -1.959 0.134
C -1.210 -2.941 -0.673
N -0.654 -3.149 -1.889
C 0.448 -2.414 -2.427
C -1.483 -4.007 -2.727
C -2.365 -4.696 -1.690
N -2.183 -3.881 -0.480
C -2.631 -4.483 0.776
H -0.025 -1.898 5.468
H -0.879 -1.949 3.938
H -1.436 -0.867 5.224
H 1.851 -0.526 5.707
H 0.750 0.811 6.035
H 3.229 0.963 4.486
H 2.054 2.258 4.726
H 2.766 2.659 2.395
H 1.013 2.829 2.175
H 1.941 1.786 1.114
H -2.093 0.100 1.200
H -2.024 -0.378 2.876
H -2.471 -2.283 1.483
H -0.843 -2.489 2.155
H 1.081 -2.115 -1.605
H 0.141 -1.543 -2.999
H 1.023 -3.058 -3.093
H -0.865 -4.705 -3.289
H -2.061 -3.411 -3.432
H -2.043 -5.721 -1.497
H -3.413 -4.712 -1.980
H -2.758 -5.551 0.603
H -3.589 -4.084 1.108
H -1.894 -4.369 1.563
C 3.934 2.220 -0.502
C 3.968 0.767 -0.010
P 2.685 -0.268 -0.771
C 2.926 -0.077 -2.558
C 4.256 -0.625 -3.081
C 3.100 -2.009 -0.337
C 4.502 -2.233 0.238
H 4.597 2.834 0.106
H 2.936 2.658 -0.455
H 4.278 2.294 -1.533
H 3.847 0.704 1.072
H 4.923 0.304 -0.257
H 2.827 0.989 -2.778
H 2.093 -0.570 -3.061
H 5.112 -0.089 -2.668
H 4.284 -0.507 -4.165
H 4.373 -1.689 -2.866
H 2.969 -2.600 -1.242
H 2.348 -2.346 0.381
H 5.284 -1.954 -0.467
H 4.624 -3.292 0.460
H 4.656 -1.683 1.166
N -0.618 2.493 0.293
C -1.416 3.320 0.233
C -2.409 4.360 0.152
C -2.860 4.769 -1.102
C -3.819 5.764 -1.177
C -4.315 6.340 -0.013
C -3.863 5.924 1.233
C -2.907 4.929 1.323
H -2.460 4.312 -1.998
H -4.177 6.092 -2.143
H -5.059 7.123 -0.078
H -4.256 6.375 2.134
H -2.546 4.593 2.287
Se -2.025 -0.257 -3.854
Sb -0.044 0.336 -5.417
Se 1.170 -1.517 -6.189
Se 0.678 2.546 -5.249
Se -1.432 1.085 -2.101
*
```

Calculated values
Calculated total energy = -319443.837 eV
Gap between HOMO and LUMO = 6.53 eV
HOMO level = -12.86 eV

***

6.
# C39H19BrF15GeN5O4STi

A structure of composition C39H19BrF15GeN5O4STi (ωB97M-V/def2-TZVPD, the OMol25 dataset).

ORCA input file:
```
! RIJCOSX wB97M-V def2-TZVPD def2/J DEFGRID3
* xyz 0 1
Ti 0.725 0.274 0.595
O -0.237 0.676 2.199
C 0.158 0.634 3.465
C -0.262 1.629 4.354
C 0.149 1.602 5.668
C 0.966 0.574 6.149
C 1.357 -0.429 5.293
C 0.978 -0.407 3.944
C 1.296 -1.506 3.081
N 1.179 -1.445 1.802
N 1.213 -2.665 1.143
C 0.688 -2.490 -0.019
O 0.247 -1.303 -0.390
C 0.553 -3.610 -0.969
C 1.352 -4.741 -0.832
C 1.224 -5.786 -1.732
C 0.299 -5.710 -2.765
C -0.501 -4.584 -2.900
C -0.370 -3.532 -2.006
H -0.896 2.420 3.975
H -0.168 2.390 6.340
H 1.279 0.564 7.184
H 1.976 -1.244 5.649
H 1.560 -2.470 3.511
H 2.074 -4.782 -0.029
H 1.853 -6.661 -1.632
H 0.202 -6.528 -3.466
H -1.225 -4.525 -3.701
H -0.993 -2.652 -2.097
C -0.580 5.581 -0.129
C -1.175 4.203 -0.115
C -2.547 3.986 -0.128
C -3.051 2.698 -0.077
C -2.150 1.654 0.005
Br -2.800 -0.115 0.081
N -0.838 1.833 0.015
C -0.363 3.079 -0.059
H -1.302 6.312 -0.490
H 0.303 5.625 -0.761
H -0.276 5.874 0.877
H -3.227 4.827 -0.181
H -4.112 2.499 -0.095
H 0.715 3.170 -0.050
N -0.474 0.496 -2.737
N 0.851 0.229 -3.072
C 1.873 0.312 -2.159
O 2.990 -0.067 -2.454
O 1.581 0.874 -0.999
H -0.992 -0.361 -2.577
H -0.909 1.041 -3.468
H 1.063 -0.360 -3.863
F 7.295 1.223 -0.026
C 6.625 0.062 -0.112
C 5.252 0.045 0.062
C 4.630 -1.177 -0.090
F 3.306 -1.288 0.046
C 5.324 -2.337 -0.386
F 4.683 -3.499 -0.519
C 6.697 -2.282 -0.540
F 7.382 -3.386 -0.822
C 7.356 -1.072 -0.404
F 8.679 -1.015 -0.564
Ge 4.292 1.704 0.475
S 2.496 1.496 1.714
C 4.081 2.722 -1.193
C 3.256 3.831 -1.226
F 2.676 4.268 -0.093
C 2.993 4.541 -2.380
F 2.187 5.609 -2.365
C 3.587 4.143 -3.565
F 3.349 4.818 -4.687
C 4.439 3.056 -3.571
F 5.029 2.686 -4.706
C 4.679 2.368 -2.392
F 5.550 1.364 -2.462
C 5.475 2.692 1.706
C 5.934 3.984 1.522
F 5.629 4.668 0.410
C 6.729 4.631 2.453
F 7.152 5.877 2.240
C 7.090 3.971 3.613
F 7.853 4.579 4.516
C 6.655 2.675 3.832
F 7.006 2.036 4.948
C 5.861 2.065 2.879
F 5.463 0.807 3.123
*
```

Calculated values
Calculated total energy = -257665.870 eV
Gap between HOMO and LUMO = 7.89 eV
HOMO level = -8.61 eV
ΔE to the lowest compared entry with this formula, charge and spin = 2.99 kcal/mol